14
Properties=species:S:1:pos:R:3:forces:R:3:lowdin_charge:R:1 method="wB97M-V/def2-TZVPD" de_lowest_kj_mol=118.14 gap_ev=7.404 total_charge=-1
H 0.25616 -0.70051 1.76861 -0.4225 0.8561 -1.1785 0.1158
C -0.40755 -0.06683 1.07754 1.9814 0.3737 1.4071 -0.1439
O 0.56776 1.95837 2.05461 0.6244 0.5540 -0.1337 -0.0826
H -1.36709 -0.48727 1.15580 -1.3942 -0.5994 -0.1649 0.0583
H 1.67477 -1.22558 -0.68804 -0.2302 -0.2128 -0.7233 0.1198
O 0.63602 -0.88186 -2.51681 0.3377 1.4746 -1.2782 -0.1334
C 0.08209 0.08856 -0.35197 0.3476 2.2956 0.8480 -0.2500
O -1.65475 1.74658 1.90533 -3.2340 1.7578 0.5186 -0.0421
H -0.09854 -0.27644 -2.79532 1.0652 -0.7634 0.8647 0.0885
H -0.74957 0.53670 -0.92999 0.1975 -0.1640 0.1145 0.1189
H 0.86682 0.90341 -0.23174 -0.6959 -0.8178 -0.5947 0.1310
C -0.50832 1.43380 1.74341 2.1242 -3.2012 -0.4495 -0.7993
C 0.66247 -1.04727 -1.08932 -1.2551 -1.9914 -0.7897 -0.2991
H 0.03972 -1.98166 -1.10211 0.5540 0.4381 1.5595 0.1181

14
Properties=species:S:1:pos:R:3:forces:R:3:lowdin_charge:R:1 method="wB97M-V/def2-TZVPD" de_lowest_kj_mol=58.36 gap_ev=8.405 total_charge=-1
H 1.43949 0.39205 -2.41923 0.1046 -0.1239 0.1707 0.0651
C 0.63553 -1.31908 -0.52907 -0.2494 -0.3060 0.4723 0.0180
O -1.26312 0.47768 1.93445 -0.4794 -0.0437 -0.2531 -0.1107
O -1.30688 0.02651 -0.55765 0.1919 -0.0279 -0.1618 -0.0277
H -0.24044 0.45074 -2.95468 0.1197 -0.0661 -0.0081 0.0758
C -0.07801 -0.29154 -0.99642 0.5289 -0.0632 -0.0173 -0.5195
C 0.42417 0.59416 -2.09097 -0.6759 0.3349 -0.6656 -0.0612
H 1.66739 -1.50965 -0.77691 0.0436 0.1283 -0.3235 0.0350
H -1.26316 0.05689 0.46201 -0.1839 0.1654 0.1954 0.0365
C -0.44819 0.48844 2.89193 0.4183 -0.1607 -0.0851 -0.6390
H 0.18396 -1.98542 0.19795 0.0511 0.1183 0.0916 0.0543
O -0.57965 0.98493 4.00991 -0.1099 0.1589 0.3507 -0.0977
H 0.52801 -0.01895 2.68366 0.0730 -0.0701 -0.0503 0.0959
H 0.30089 1.65323 -1.85500 0.1673 -0.0444 0.2842 0.0752

15
Properties=species:S:1:pos:R:3:forces:R:3:lowdin_spin:R:1 method="wB97M-V/def2-TZVPD" de_lowest_kj_mol=313.97 gap_ev="6.474 / 6.679" multiplicity=2
H -1.12761 1.15569 -1.72458 -0.1009 0.1360 0.2744 0.0007
C 2.27795 0.15109 0.20019 -0.7235 1.0109 -6.2622 0.0099
Pb 0.04459 -1.33992 1.60093 2.3287 -2.2320 -1.1080 0.3316
C -0.86024 0.78555 -0.72710 0.7381 -0.4073 0.0351 0.0066
C 1.48220 0.19944 -0.97480 4.4613 1.9177 2.0687 0.0101
C -2.00693 0.01571 -0.08252 -0.4177 0.9481 -1.4483 0.0110
H 0.35853 -2.67047 2.80210 0.0014 -0.3550 1.2654 0.3202
H 3.36108 0.29747 0.07468 -0.3019 0.2176 0.3074 0.0053
H -0.49927 1.58974 -0.07356 -0.1329 0.0647 -0.1491 0.0009
H 1.79417 0.74719 -1.86587 0.2437 -0.4702 0.0338 0.0023
H -2.35712 -0.74420 -0.81267 0.0579 0.2911 0.3194 0.0015
O -1.68082 -0.57504 1.11442 -2.9874 1.2192 0.5213 0.1431
H -2.81493 0.76213 0.06092 0.1423 -0.4204 0.0019 0.0054
O 0.22607 -0.16123 -0.89368 -3.4159 -1.4285 0.3195 0.0477
O 1.80233 -0.21313 1.30155 0.1070 -0.4918 3.8207 0.1036

15
Properties=species:S:1:pos:R:3:forces:R:3:lowdin_spin:R:1 method="wB97M-V/def2-TZVPD" de_lowest_kj_mol=120.89 gap_ev="6.784 / 8.760" multiplicity=2 total_charge=+1
O 0.86255 3.62864 0.23160 -2.6003 2.0194 0.2581 0.0573
H 3.96574 3.06506 -1.30487 0.1479 -0.2262 0.0653 0.0005
Rb -2.25481 -1.71803 1.15478 0.2671 0.1966 -0.1247 0.0083
C 4.52987 2.15434 -1.06831 0.1566 0.0904 -0.0663 0.0020
H -0.08291 5.36729 0.68137 -0.2454 -0.1371 -0.3139 0.0019
H 4.69040 1.57760 -1.98808 -0.0447 0.1734 0.2227 0.0008
H -1.09898 3.75522 0.75603 0.0163 0.2167 -0.3744 -0.0002
O 0.43242 0.50749 0.07075 0.1239 0.6651 -0.2361 0.2195
H 4.32732 0.38965 0.17974 -0.1702 0.2048 -0.0318 0.0022
C 1.42104 1.19836 0.04429 -0.8734 -1.3565 1.1678 0.5157
C 3.80256 1.32577 -0.04104 -0.1122 0.3489 0.0509 0.0189
H 3.62040 1.87394 0.89002 0.0584 -0.0909 -0.1908 0.0098
C -0.15907 4.28029 0.50446 2.7984 -1.6286 0.3509 0.0035
O 2.50946 0.92172 -0.58781 0.6667 -0.4446 -0.6311 0.1599
H 5.50769 2.44059 -0.66075 -0.1892 -0.0315 -0.1464 -0.0001